No. 1
C4H3N3O in the gas phase, computed with ωB97M-V/def2-TZVPD.

## Properties
E_HOMO: -9.71 eV
Relative energy (zero: lowest compared OMol25 entry of this formula, charge and spin): 238.0 kJ/mol
E_LUMO: -1.23 eV
Net charge: 0

Each line ends with the Löwdin charge.
CARTESIAN COORDINATES (ANGSTROEM)
O1 2.318 -0.216 0.832  0.126
C1 1.314 -0.186 0.181  -0.490
C2 0.694 1.038 -0.314  0.035
C3 -0.625 1.254 0.006  -0.085
N1 -1.581 0.396 0.637  0.025
N2 -1.527 -0.842 0.578  0.040
C4 -0.514 -1.587 -0.124  -0.171
N3 0.718 -1.398 -0.305  0.178
H1 1.239 1.899 -0.682  0.117
H2 -1.117 2.185 -0.321  0.110
H3 -0.918 -2.544 -0.488  0.116



No. 2
A molecular structure, C9H36Al3O17P2, computed with ωB97M-V/def2-TZVPD.

## Properties
E_HOMO: -18.06 eV
Relative energy (zero: lowest compared OMol25 entry of this formula, charge and spin): 374.1 kJ/mol
E_LUMO: -15.25 eV
Net charge: +3

Each line ends with the Löwdin charge.
CARTESIAN COORDINATES (ANGSTROEM)
Al1 1.825 1.866 3.566  1.171
Al2 0.263 -2.493 3.501  1.368
Al3 -2.664 1.224 2.872  1.338
P1 0.120 -0.057 0.980  0.094
O1 -0.193 1.417 1.359  -0.286
O2 1.310 -0.461 1.922  -0.385
O3 0.424 -0.383 -0.512  -0.308
O4 -1.096 -0.803 1.489  -0.362
P2 -0.612 0.208 5.728  0.131
O5 -0.266 0.151 4.200  -0.533
O6 -2.107 0.609 5.824  -0.147
O7 0.460 1.217 6.282  -0.113
O8 -0.449 -1.337 6.117  -0.134
C1 -1.775 -3.884 -0.282  -0.007
O9 -0.741 -3.194 0.509  -0.095
H1 -1.623 -4.963 -0.326  0.108
H2 -2.811 -3.633 -0.054  0.089
H3 -1.541 -3.552 -1.294  0.094
H4 -0.709 -2.249 0.342  0.001
C2 -2.648 2.739 -1.078  -0.021
O10 -2.260 2.875 0.349  -0.146
H5 -3.150 1.777 -1.190  0.073
H6 -3.189 3.599 -1.473  0.107
H7 -1.719 2.694 -1.646  0.078
H8 -1.360 2.548 0.411  -0.005
C3 -4.884 -1.007 -0.019  -0.035
O11 -3.797 -0.181 0.427  -0.166
H9 -4.454 -2.007 -0.075  0.081
H10 -5.675 -0.921 0.726  0.108
H11 -5.137 -0.629 -1.009  0.114
H12 -2.996 -0.514 0.016  0.025
C4 3.653 -2.802 1.334  -0.061
O12 2.292 -3.155 1.234  -0.064
H13 4.052 -3.143 2.290  0.112
H14 4.255 -3.399 0.649  0.131
H15 3.865 -1.739 1.219  0.082
H16 1.929 -2.806 0.417  0.047
C5 -1.843 -0.453 -3.232  -0.060
O13 -1.802 -0.815 -1.823  -0.147
H17 -0.983 0.179 -3.454  0.071
H18 -1.974 -1.292 -3.915  0.100
H19 -2.703 0.217 -3.215  0.087
H20 -0.976 -0.546 -1.414  -0.012
C6 3.808 0.762 -0.314  -0.091
O14 3.209 0.998 0.974  -0.174
H21 4.371 -0.167 -0.400  0.084
H22 3.129 0.761 -1.167  0.054
H23 4.547 1.539 -0.507  0.107
H24 2.562 0.298 1.090  -0.037
C7 0.864 4.822 0.768  -0.068
O15 1.681 3.650 0.786  -0.056
H25 1.037 5.542 -0.032  0.119
H26 -0.189 4.550 0.694  0.083
H27 0.942 5.468 1.642  0.105
H28 1.296 3.127 0.079  0.037
C8 1.537 -2.309 -2.930  -0.005
O16 1.802 -2.102 -1.526  -0.043
H29 1.975 -1.408 -3.361  0.105
H30 2.152 -3.159 -3.227  0.118
H31 0.470 -2.223 -3.133  0.095
H32 1.263 -1.348 -1.276  -0.030
C9 1.354 1.837 -2.935  -0.111
O17 0.680 2.124 -1.737  -0.090
H33 1.179 0.801 -3.225  0.062
H34 1.062 2.486 -3.760  0.112
H35 2.442 1.798 -2.883  0.090
H36 0.521 1.251 -1.370  0.012



No. 3
2 unconnected molecules or ions with the total composition C5H12NO, computed with ωB97M-V/def2-TZVPD.

## Properties
E_HOMO: -13.10 eV
Relative energy (zero: lowest compared OMol25 entry of this formula, charge and spin): 557.5 kJ/mol
E_LUMO: -7.89 eV
Net charge: +1

Each line ends with the Löwdin charge.
CARTESIAN COORDINATES (ANGSTROEM)
C1 -0.811 -0.483 2.419  -0.261
O1 -1.895 0.064 1.747  -0.023
C2 0.417 -0.334 1.558  -0.113
C3 0.717 1.162 1.257  -0.138
C4 0.418 1.438 -0.186  -0.051
C5 0.382 0.391 -0.926  0.341
N1 0.107 -1.592 -4.284  0.021
H1 -0.572 0.084 3.329  0.148
H2 -0.933 -1.537 2.693  0.140
H3 -2.681 0.154 2.293  0.115
H4 1.194 -0.867 2.088  0.139
H5 0.164 -0.682 0.499  0.120
H6 0.209 1.911 1.867  0.134
H7 1.802 1.295 1.348  0.143
H8 0.349 2.493 -0.447  0.173
H9 0.715 0.268 -1.956  0.118
H10 -0.068 -0.877 -3.600  -0.046
H11 1.042 -1.535 -4.687  0.022
H12 -0.555 -1.353 -5.011  0.017



Number 1: electronic energy -393.62877 Ha. Number 2: electronic energy -3052.02342 Ha. Number 3: electronic energy -327.24726 Ha.